(1)
The following is a DFT calculation (the ωB97M-V functional and the def2-TZVPD basis) of a 3-piece molecular cluster, C30H53N5O6 overall at a distorted geometry.

The geometry in XYZ format:
```
94
Properties=species:S:1:pos:R:3:forces:R:3:mulliken_charge:R:1
O 2.1482 3.0238 0.6357 -0.22 0.18 0.26 -0.218
O -3.0017 1.0309 5.7339 -0.24 0.24 -0.23 -0.251
O -4.5470 0.1209 3.2644 0.01 0.00 0.01 -0.481
O 2.3331 5.9629 1.4274 0.02 -0.02 -0.01 -0.463
O -1.5207 -0.1549 3.2785 -0.23 -0.28 -0.05 -0.269
O 4.7997 4.2125 1.7286 -0.03 0.35 -0.20 -0.236
N 5.2861 -3.0095 -4.0184 -1.62 -0.44 0.06 -0.569
N -2.6930 1.3933 -2.5083 0.86 0.65 -0.01 -0.658
N -1.6458 -0.0472 -1.0227 0.49 -0.18 0.02 -0.520
N 2.5386 -6.5279 -2.2727 0.46 1.63 0.31 -0.582
N -0.2388 1.4779 -2.1501 -0.97 -0.20 -1.54 0.121
C 1.1065 2.2528 1.1996 0.23 -0.17 -0.12 -0.932
C 1.6950 4.1295 -0.1282 0.29 -0.13 0.00 -0.383
C 6.0003 4.6737 1.1474 -0.02 -0.22 0.05 -0.841
C -4.6777 -3.4985 -2.9828 0.13 0.11 -0.23 -0.458
C 2.5193 5.3744 0.1472 0.09 0.10 -0.11 -0.494
C 2.6903 -5.3856 -2.1212 -0.59 -0.69 -0.23 -0.309
C 2.6498 -3.8785 -2.0334 -0.36 -1.22 -0.09 0.608
C -1.9396 -4.1224 -2.8167 0.83 0.76 -0.74 0.007
C 2.7653 5.2421 2.5737 -0.13 -0.02 0.14 -0.176
C 0.1578 -4.3787 -1.3488 -0.52 0.61 -0.13 -1.016
C 2.6910 -3.3580 -3.5047 1.56 0.76 -0.58 0.026
C -1.5044 0.9098 -1.8415 -0.52 -0.28 0.59 -0.068
C 0.5260 0.4987 -3.0117 0.00 -0.13 1.13 -0.480
C -4.2537 -0.6088 4.4482 -0.01 -0.17 -0.02 -0.280
C -3.7586 -2.9595 -3.8775 -0.49 0.42 -0.34 -0.617
C 4.2676 5.0783 2.7195 -0.06 -0.30 -0.04 -0.528
C 1.8599 0.2188 -2.3020 0.72 0.15 -0.76 0.096
C 2.8007 -0.7871 -3.0298 -0.40 0.11 0.43 -1.032
C -4.2106 -4.3438 -1.9901 -0.26 -0.01 -0.04 -0.775
C -3.5783 1.0391 2.7764 -0.01 0.20 -0.02 -0.494
C 4.1548 -3.2283 -3.8684 0.71 0.29 0.16 -0.167
C -2.2994 0.4229 2.2388 0.07 0.08 0.26 0.119
C -3.2291 2.3412 6.2097 0.18 -0.19 0.06 -0.835
C -0.9837 -1.4174 2.9535 0.10 0.16 0.11 -0.879
C -0.4482 -4.4609 -2.7850 -0.68 -1.15 0.57 -0.138
C -2.4092 -3.2524 -3.8037 -0.10 -0.05 0.05 -0.396
C -2.8545 -4.6371 -1.9192 -0.11 -0.59 0.76 -0.044
C 1.4000 -3.4713 -1.2048 -0.24 -0.76 0.79 -0.435
C 2.0622 -1.9609 -3.7229 0.16 -0.03 -0.38 -0.134
C -4.1619 0.2139 5.7210 0.29 -0.09 -0.02 -0.513
H 5.9726 5.7518 0.9580 0.02 0.01 0.05 0.400
H -0.6210 -3.9306 -0.7064 0.34 -0.07 -0.14 0.651
H -4.0639 1.5495 1.9398 -0.04 -0.12 -0.04 0.427
H 0.6980 1.5697 0.4474 -0.22 0.03 0.07 0.067
H 1.8000 3.8631 -1.1874 -0.12 0.20 -0.10 0.240
H 3.5221 -1.1542 -2.2810 -0.19 0.04 -0.31 0.372
H 3.5628 -3.6052 -1.4881 -0.27 0.31 -0.30 0.719
H 1.0750 -2.4336 -1.3548 0.44 -0.19 -0.23 -0.323
H -0.0689 -1.3066 2.3588 -0.02 -0.13 -0.09 0.201
H 6.8562 4.4318 1.7862 0.08 0.13 -0.04 0.294
H -0.7296 -0.2968 -0.6373 -0.14 0.08 0.16 0.175
H 1.7024 -3.5399 -0.1450 -0.06 0.13 -0.34 0.416
H -5.0714 0.8150 5.8273 0.03 0.05 -0.02 0.348
H -4.1228 -2.2864 -4.6559 0.14 -0.16 0.15 0.384
H -3.3860 1.5960 -1.7965 -0.08 -0.19 -0.11 0.355
H 3.5780 5.2025 -0.0505 -0.01 -0.24 0.06 0.153
H 2.0841 -1.7641 -4.8078 -0.11 -0.21 0.31 0.570
H 2.4231 5.8330 3.4279 0.04 0.10 -0.07 0.434
H -1.6934 1.2122 1.7761 -0.18 0.04 -0.20 -0.116
H 6.1244 4.1664 0.1901 0.00 -0.07 0.06 0.233
H -1.7364 -2.7960 -4.5323 -0.02 -0.21 0.22 0.362
H 1.5271 1.6702 2.0203 0.04 0.00 -0.04 0.394
H -4.0935 -0.4677 6.5775 -0.23 -0.10 -0.03 0.396
H -4.9109 -4.7902 -1.2843 0.25 0.10 -0.10 0.388
H 2.2509 4.2835 2.6480 0.18 -0.13 -0.11 -0.044
H 1.0012 -2.0347 -3.4557 0.34 0.13 0.07 -0.457
H 4.4775 4.6280 3.6975 -0.08 0.19 0.13 0.377
H 0.3036 -5.3882 -0.9393 0.32 0.34 -0.23 0.377
H 2.2707 -4.0590 -4.2383 -0.13 0.01 0.52 0.636
H 2.3990 1.1820 -2.2673 -0.22 -0.29 0.18 0.344
H 3.3960 -0.2433 -3.7763 -0.15 -0.25 0.16 0.399
H -0.4115 2.3051 -2.7154 0.01 0.03 0.20 0.339
H -0.3937 -5.5221 -3.0889 0.23 0.39 -0.10 0.344
H -0.1240 -0.3875 -3.0732 0.50 0.08 -0.09 -0.073
H -3.2483 2.3509 7.3046 -0.11 0.14 0.01 0.299
H -0.7342 -1.9252 3.8860 0.06 0.07 0.00 0.301
H 0.6520 0.8674 -4.0408 0.15 0.08 0.36 0.259
H 4.7454 6.0636 2.6825 0.00 -0.02 -0.07 0.350
H -5.7318 -3.2512 -3.0941 0.20 -0.11 0.17 0.398
H 1.7350 -0.0720 -1.2469 -0.39 0.00 -0.39 0.065
H -3.0414 0.6283 -3.0773 -0.12 0.10 0.06 0.263
H 0.0908 -3.8931 -3.5500 -0.17 0.02 0.30 0.187
H -2.5472 -0.3156 1.4705 0.02 0.00 0.03 0.348
H -1.7044 -2.0389 2.4114 0.02 0.03 -0.06 0.445
H -2.5285 -5.3031 -1.1159 0.05 0.14 -0.28 0.377
H -2.4074 2.9687 5.8639 0.04 -0.06 0.06 0.231
H -4.1633 2.7562 5.8177 -0.03 -0.01 0.05 0.397
H -3.3681 1.8123 3.5167 0.19 -0.11 0.10 0.136
H 0.6397 4.3441 0.0723 0.00 -0.04 0.04 0.365
H -3.3679 -1.2300 4.3112 0.15 0.16 0.11 0.044
H 2.1993 6.1379 -0.5672 -0.10 0.02 0.08 0.429
H -5.0911 -1.3009 4.5714 -0.08 0.10 -0.03 0.428
H 0.3092 2.8847 1.6050 -0.04 -0.01 -0.04 0.591
```
Positions in Å, forces in eV/Å.

ΔE to the lowest compared entry with this formula, charge and spin ... 72.48 kcal per mole
Electronic energy ... -51700.120 eV
Total charge ... 0
HOMO level ... -0.3337 hartree
Multiplicity ... 1


(2)
The following is a DFT calculation (the ωB97M-V functional and the def2-TZVPD basis) of C30H53NP2W as an isolated structure at a distorted geometry.

The geometry in XYZ format:
```
87
Properties=species:S:1:pos:R:3:forces:R:3:mulliken_charge:R:1
W 0.0467 0.0926 0.0585 -4.99 -3.33 -0.29 -1.452
P -1.7058 0.1530 -1.7497 -2.06 1.10 -0.80 1.819
P -0.2476 -1.9985 1.4486 0.53 -0.97 1.69 1.380
N -2.4829 0.1508 1.3591 1.32 0.53 -0.65 1.621
C -2.4134 -1.3038 -2.6408 0.26 -0.56 -0.98 -1.326
C 0.5523 1.4131 1.6814 0.79 -0.29 0.31 1.165
C 2.8144 -0.3004 -3.8147 0.09 0.30 -1.14 -0.227
C -4.5485 -0.4317 2.0760 -1.99 0.20 1.55 -1.447
C -1.6173 -3.1591 1.1716 -0.50 -0.41 -0.29 -0.653
C 1.7415 0.7089 1.2524 1.94 1.13 0.29 1.522
C -0.5313 -1.6286 3.2311 -0.24 0.18 0.49 -1.550
C -4.1866 0.6772 2.7218 -2.70 -0.58 1.15 -1.622
C 1.3589 -3.2030 -3.7409 -0.34 -0.49 0.03 -1.189
C 1.0895 -3.2189 1.7453 0.47 -0.38 -0.15 -1.404
C -1.0623 3.1857 0.6085 -0.53 0.53 -0.13 -1.218
C -2.9206 1.1026 2.3160 -0.74 -0.55 -0.03 0.645
C 3.9126 -2.2496 -2.5370 0.31 -0.39 0.42 -1.229
C 1.4345 -2.5701 -2.3787 0.53 -0.07 0.50 0.366
C -3.5557 -0.7865 1.1707 -1.20 0.64 0.77 -0.103
C 0.0333 2.1553 0.5524 0.13 0.80 -0.54 0.899
C -2.8230 2.4438 3.2103 0.45 -0.04 -0.16 -2.256
C 0.1184 1.5899 3.0929 -0.51 -0.16 0.99 -1.199
C 4.0408 -1.1760 -3.6512 0.19 0.19 -0.34 -1.113
C 1.5538 -2.1763 -4.8868 0.04 0.10 -0.47 -0.893
C -4.3262 -1.8917 0.3151 0.81 -0.15 -0.45 -1.595
C -1.6608 1.6008 -2.8911 0.56 0.34 -1.01 -1.610
C 1.0692 3.1164 -1.6036 0.01 0.33 -0.66 -1.931
C -3.3967 0.6998 -1.2827 -0.76 0.08 0.81 -1.415
C 2.5911 -2.1587 -1.8229 -0.44 -0.41 0.14 0.229
C 2.7608 0.0466 2.1819 0.28 -0.22 0.09 -1.646
C 2.0392 1.1309 -0.1083 0.08 2.62 1.68 0.552
C 3.4669 1.2116 -0.5289 1.04 -0.35 -0.75 -1.822
C 1.6987 -0.7574 -4.4038 0.49 0.59 -0.75 -0.390
C 0.9752 2.0180 -0.5537 1.89 1.04 0.54 1.314
H -1.5150 -3.7360 0.2443 0.18 0.15 0.12 0.431
H -3.9901 0.8954 -2.1843 0.46 0.03 -0.02 0.707
H -1.6570 3.2693 -0.3189 0.45 -0.18 0.27 0.156
H -1.3592 -0.9347 3.4236 0.27 -0.16 -0.22 0.210
H -3.8063 -2.3054 -0.5316 0.22 -0.14 -0.18 0.372
H 3.4695 0.7910 2.6120 -0.56 -0.22 -0.42 0.376
H 2.1080 -4.0025 -3.8328 -0.16 0.24 0.08 0.398
H -2.1388 2.4861 -2.4231 0.22 -0.73 -0.02 0.416
H -2.5804 -2.6590 1.1268 0.58 -0.18 0.14 -0.235
H -1.9812 3.1133 3.2986 0.47 -0.24 -0.55 0.711
H 4.7351 -2.1466 -1.8048 -0.39 0.00 -0.33 0.353
H -3.3931 1.6022 -0.6735 0.06 -0.02 0.04 0.334
H -0.7770 -2.5738 3.7428 0.13 0.25 -0.28 0.656
H -2.4587 -2.2130 -2.0153 0.35 0.49 -0.19 0.216
H 0.3722 -1.2308 3.7161 -0.26 -0.14 -0.32 0.309
H 0.7407 -2.2388 -5.6275 0.16 -0.01 0.42 0.406
H -0.9507 1.3985 3.2231 0.75 -0.16 -0.02 -0.103
H 2.4539 -2.4616 -5.4519 -0.14 0.15 0.18 0.379
H 0.7826 -3.8899 2.5709 0.01 0.39 -0.40 0.506
H 0.4388 -2.4357 -1.9394 0.34 0.11 0.55 0.207
H -1.7844 2.9733 1.4011 0.48 0.02 -0.50 -0.103
H 0.3798 -3.7012 -3.8509 0.39 0.20 0.06 0.339
H -5.3009 -1.5118 -0.0574 0.76 0.38 0.27 0.543
H -2.2595 1.3547 -3.7847 0.24 0.09 0.30 0.516
H -1.6851 -3.8706 2.0085 0.30 0.21 -0.22 0.515
H 2.6887 -1.6786 -0.8397 -0.66 -0.19 -0.14 0.222
H 3.4004 -0.7101 1.6832 -0.49 0.46 0.03 0.363
H -1.8733 -1.5462 -3.5659 0.12 -0.07 0.32 0.417
H 0.6307 0.9466 3.8221 0.07 0.17 -0.49 0.450
H -4.8494 1.1520 3.4437 0.43 0.08 -0.20 0.552
H 4.0416 0.2785 -0.4014 -0.38 0.26 -0.18 0.222
H -3.9396 -0.0734 -0.7505 0.09 0.39 -0.26 -0.006
H 3.6306 1.5895 -1.5466 -0.26 -0.32 0.19 0.486
H 0.2708 2.6272 3.4433 0.14 -0.32 -0.39 0.418
H 3.9805 1.9461 0.1297 -0.54 -0.33 -0.16 0.365
H 4.2169 -1.7071 -4.6002 -0.16 0.19 0.20 0.379
H -4.6453 -2.7300 0.9704 0.60 0.57 -0.07 0.499
H 1.6461 3.9701 -1.1846 -0.22 -0.61 0.05 0.385
H 1.2798 -3.8537 0.8702 -0.02 0.27 0.08 0.405
H -5.5349 -0.8927 2.2039 0.65 0.00 -0.17 0.552
H 0.9292 -0.0600 -4.7562 0.17 -0.07 0.52 0.470
H 2.3140 -0.4657 3.0533 -0.03 0.31 -0.51 0.361
H -3.6757 3.0835 2.9230 0.21 -0.50 -0.10 0.512
H 4.9529 -0.5715 -3.5241 -0.45 -0.09 0.21 0.342
H -3.4553 -1.0936 -2.9574 0.64 0.12 0.27 0.504
H -0.6746 1.9395 -3.2160 -0.05 -0.41 -0.07 0.236
H 2.9412 0.7806 -3.6637 -0.21 -0.45 0.13 0.602
H 0.0909 3.5577 -1.8751 0.41 -0.46 0.31 0.440
H -0.6808 4.2086 0.8167 0.09 -0.63 -0.14 0.392
H 4.0372 -3.2527 -2.9742 -0.09 0.31 0.11 0.460
H -3.0135 2.1341 4.2549 -0.02 -0.19 -0.58 0.472
H 2.0374 -2.7489 2.0453 -0.34 -0.02 -0.18 0.339
H 1.5705 2.8853 -2.5640 -0.21 -0.35 0.63 0.330
```
Positions in Å, forces in eV/Å.

ΔE to the lowest compared entry with this formula, charge and spin ... 46.77 kcal per mole
⟨S²⟩ ... 2.022
Electronic energy ... -53841.476 eV
Total charge ... +2
HOMO level (alpha / beta) ... -0.4992 / -0.4990 hartree
Multiplicity ... 3